Entry 1:
The following is a DFT calculation (ωB97M-V/def2-TZVPD) of an isolated ion of composition C5H10BN2O4 and charge +1 at a distorted geometry.

The geometry in XYZ format:
```
22
Properties=species:S:1:pos:R:3:forces:R:3
O -2.8401 -0.9460 -0.1069 0.952 -0.112 -0.293
O -5.0601 -0.3120 0.1432 3.330 -2.548 -0.610
O 0.6140 2.4320 -0.2890 -0.074 -0.265 0.052
O -3.3225 1.4367 -0.0052 0.406 -2.097 -0.305
N 0.7431 -1.2470 -0.0734 -1.912 2.553 0.680
N -0.7913 0.3055 -0.0470 0.964 -4.464 0.107
C -0.4820 -1.8824 -0.1445 -2.269 -0.632 0.846
C 1.3927 1.2790 -0.1786 3.824 -0.132 0.496
C -1.4877 -0.8975 -0.1292 1.052 -0.068 0.306
C 2.0438 -1.8147 0.0251 0.650 -3.049 3.933
C 0.5231 0.1089 -0.0150 -1.125 -1.650 -0.914
B -3.7976 0.0935 -0.0238 0.389 1.817 0.743
H 2.1472 1.1175 -1.0286 -1.338 0.184 0.652
H -0.6164 -2.9860 0.0316 0.360 1.506 -0.558
H -3.8715 2.1538 0.3040 -0.484 -0.021 -0.010
H 1.0046 3.0379 -0.9237 0.066 0.064 -0.012
H -1.2222 1.1334 -0.1666 -1.667 3.821 -0.273
H 2.5744 -1.3022 -0.7173 1.684 -0.031 -0.926
H 2.1378 1.3097 0.7019 -1.209 0.226 -0.811
H 2.0050 -2.9926 -0.0054 0.037 2.527 -0.732
H -5.8445 0.1188 0.2594 -2.729 2.146 0.347
H 2.4889 -1.6849 1.1434 -0.909 0.226 -2.719
```
Forces are in eV/Å.

Output
F_max ... 5.0 eV/A
Relative energy (zero: lowest compared OMol25 entry of this formula, charge and spin) ... 0.000 eV
Net charge ... +1
SMILES ... Cn1cc(OB(O)O)[nH+]c1CO
LUMO ... -2.80 eV
Frontier orbital gap ... 9.99 eV

=====

Entry 2:
The following is a DFT calculation (ωB97M-V/def2-TZVPD) of a 16-piece molecular cluster, C38H81N5O43 overall at a distorted geometry.

The geometry in XYZ format:
```
167
Properties=species:S:1:pos:R:3:forces:R:3
O -0.0077 -1.8433 7.8197 -0.539 -0.183 -1.005
O 0.6302 4.5377 -4.0426 -0.368 -5.221 1.924
O 2.7158 4.0777 4.0264 -0.685 -0.569 -1.328
O 1.1352 -2.5196 3.3140 -0.165 -3.995 1.394
O -0.2863 -5.2164 0.9313 -0.179 0.345 0.572
O 3.7094 2.7740 -5.2898 -0.233 -0.814 1.717
O 4.8844 3.5333 -1.4069 -3.023 -0.231 3.091
O -3.6680 -3.9369 2.1157 -0.707 -0.293 0.499
O 0.3811 -0.0362 -6.0688 -0.232 0.220 -1.246
O 3.3175 2.1488 -0.4891 -0.628 2.232 1.999
O -4.9288 0.3504 -2.4335 -0.733 -0.197 0.217
O -0.0243 -0.0141 1.3803 0.306 0.282 -1.132
O 1.1731 3.2336 2.6917 0.046 -0.897 0.061
O 3.3690 4.2685 0.2707 -0.276 -3.680 -1.456
O -5.6235 -3.9858 1.0771 2.739 1.002 0.913
O -0.5528 -3.9625 -0.7262 -0.233 0.313 -1.492
O 3.4564 -2.1963 -2.2265 0.490 2.544 -1.804
O 0.9513 -2.1523 -6.0470 0.565 0.223 -0.299
O -0.0855 -6.2141 -1.1545 -0.920 3.116 2.458
O -0.9016 4.0422 -1.1150 0.619 0.271 0.608
O 1.0721 5.4887 3.2037 1.630 -3.703 -0.460
O 1.7470 6.4627 -4.3936 -3.524 -2.652 -0.678
O 3.6421 0.7492 -4.8608 0.501 -1.593 0.982
O -0.3641 1.8390 5.3042 0.689 -0.400 -0.175
O 2.2099 -4.4186 3.8823 -1.359 1.008 0.674
O 1.4492 -0.5425 8.6646 -0.277 -0.110 -1.436
O 2.5983 -3.5788 -0.7185 -0.613 -0.829 -0.028
O -1.7393 -0.2031 -0.1429 3.189 0.465 0.145
O 3.6915 1.3457 -7.0586 0.585 0.423 2.179
O -1.0023 1.1562 7.2539 -0.578 0.020 -1.222
O 4.8453 -0.7455 2.0970 0.595 0.234 -0.286
O -0.0844 -4.3042 4.1217 1.293 0.539 -0.399
O -3.5976 -1.6738 4.5857 -0.369 -0.067 -0.553
O 4.3857 -0.7033 4.1981 -0.279 1.209 -1.249
O -0.3878 5.9978 -5.1195 -1.792 0.132 -0.508
O 3.0726 -4.4153 -2.6627 0.727 0.542 -0.344
O -1.0489 -1.5088 -5.1462 0.983 -0.295 -1.150
O -5.7109 -1.2851 3.8484 -0.796 0.671 -1.223
O -1.7492 3.1528 -2.8799 0.191 0.888 0.602
O -6.0033 -0.1907 -0.4531 0.462 0.843 1.332
O -6.4845 -1.0274 -2.4166 -0.670 -1.477 -2.003
O 0.5106 0.0888 -0.6774 0.386 -0.444 0.369
O -5.3683 -3.1681 4.7335 -1.340 2.261 -0.585
N -1.6653 4.0424 -2.0351 -2.383 -0.715 -1.338
N -1.2247 1.5396 6.1089 1.721 0.720 0.583
N -4.4579 -3.5429 1.2871 -2.337 -1.529 -1.266
N 4.2288 -0.2951 3.0352 0.008 -1.835 1.440
N 0.9231 -1.0838 7.6796 0.596 0.700 3.751
C 3.7377 1.5893 -5.8491 -1.133 -1.035 -2.964
C -0.0218 -1.2753 -5.7706 -1.069 -0.109 2.225
C 0.1028 3.2768 1.7484 -0.291 0.886 -1.522
C 3.7124 1.0746 -1.2660 0.932 -1.517 -0.984
C 1.0772 -3.7088 3.7594 -0.650 4.106 -1.110
C -0.8001 7.3481 -5.3331 1.124 0.767 -1.063
C 3.9546 3.3200 -0.5833 2.042 1.778 -2.449
C -5.5049 -0.0266 3.2083 0.351 0.710 0.359
C -4.7265 -4.1912 5.4201 1.999 -0.425 -0.543
C -3.9417 -2.5173 0.3858 0.526 0.945 0.148
C -0.5296 -0.0489 0.1215 -2.543 -0.654 1.105
C -2.5749 1.8084 5.6675 -1.193 -1.127 0.778
C 1.5493 -0.9233 6.4004 1.238 -0.584 -1.670
C 1.6189 3.9678 -3.1323 1.132 0.711 -0.275
C -5.8243 -0.2610 -1.6292 0.696 0.287 -0.675
C 3.4567 5.1157 4.7091 -0.792 0.304 -0.124
C 2.3494 -2.6393 0.3623 -0.193 0.611 -0.693
C -0.0263 -6.3946 1.6477 0.275 -1.699 -0.071
C 0.8172 -3.5596 -5.7409 -1.586 0.227 -0.578
C 0.7390 5.6726 -4.5314 4.724 6.813 0.324
C 0.3298 0.1218 -2.0720 -0.790 1.081 -1.350
C -2.6925 5.2058 -2.1576 1.639 0.104 -0.193
C -0.8452 -0.1531 2.4998 -0.862 -0.314 2.181
C -1.3096 -3.5086 4.0522 -0.561 -0.528 0.159
C 3.7066 5.6238 0.2474 0.595 0.690 -0.658
C -0.3078 -5.2430 -0.3901 1.112 -1.814 -2.496
C -4.7401 -1.9900 4.3515 -0.237 -2.053 2.154
C 3.7549 -0.6786 -4.9745 -0.757 -0.515 0.517
C -0.5028 -3.5339 -2.1253 0.558 -0.248 0.116
C 3.0096 -3.2481 -1.9685 0.536 -2.919 3.212
C -4.1245 1.2985 -1.8370 1.647 1.396 1.399
C 2.2304 -5.5642 4.7084 -0.219 -2.339 -0.230
C 3.1040 0.5885 2.7031 -0.982 -0.049 -0.750
C -0.6153 1.0044 -6.2097 -0.750 1.000 1.214
C 3.7396 -4.3483 -3.9638 -0.932 0.726 -0.078
C 3.7477 3.8376 -6.1375 0.841 2.542 -0.079
C 1.6038 4.3440 3.2381 -0.279 4.305 2.111
C -7.4872 -1.8852 -1.9082 -0.165 -0.468 -0.468
H -2.3053 5.9358 -1.4467 -0.387 0.020 -0.084
H 1.4007 -5.8143 5.3697 -0.383 1.200 0.018
H 0.2579 4.1331 1.0920 -0.122 0.140 0.224
H -8.3308 -1.2509 -1.6358 -0.100 -0.530 0.391
H 0.6227 -7.0474 1.0640 0.121 0.061 0.011
H 1.3295 -2.2666 0.2674 0.033 -0.028 -0.041
H 1.5140 4.4428 -2.1569 -0.070 0.024 -0.128
H 0.0909 2.4275 1.0653 0.865 -0.288 0.537
H 2.2266 0.2215 3.2357 0.252 0.390 0.434
H 2.8503 6.1591 0.6577 0.358 -0.163 0.798
H -0.4947 0.3970 3.3731 0.701 1.017 -0.618
H -0.9251 3.3079 2.1097 0.305 0.284 0.958
H -3.9311 -4.3928 4.7026 0.615 -0.912 0.873
H 3.5443 0.1412 -0.7288 -0.359 0.232 0.196
H -3.0236 2.0918 6.6196 -0.698 0.594 -0.603
H -0.9312 -6.9703 1.8427 -0.272 0.221 -0.128
H -0.1567 7.8305 -6.0689 0.280 -0.163 -0.081
H -3.7406 4.9513 -2.0000 0.415 -0.602 0.216
H -2.9907 0.8360 5.4036 -0.109 -0.147 -0.025
H 1.5689 2.8845 -3.0217 -0.979 0.149 -0.412
H 0.8815 -0.5152 5.6417 -0.094 -0.231 0.271
H -7.1161 -2.5832 -1.1578 -0.046 0.578 0.556
H -0.0737 -3.9157 -6.2583 -0.135 -0.058 0.072
H -5.3209 -5.0952 5.5524 -0.567 0.456 -0.483
H -0.7243 8.0106 -4.4709 -0.249 -0.540 0.395
H -3.8522 1.0180 -0.8195 0.144 -0.257 -0.075
H 3.7244 4.7384 -5.5243 -0.604 0.005 0.294
H -2.8589 -2.5759 0.4965 -0.131 0.010 -0.521
H -3.2087 1.4653 -2.4040 -0.199 -0.568 -0.152
H 4.1804 4.6449 5.3745 -0.336 -0.369 -0.146
H 3.7791 -1.1415 -5.9610 0.252 0.808 -0.265
H 2.1671 -6.3999 4.0115 0.584 -0.316 0.055
H -0.7126 1.6057 -5.3057 0.620 -0.257 0.569
H 2.6210 4.1316 -3.5284 -0.121 0.367 0.090
H 3.9934 -5.3379 -4.3437 -0.596 -0.152 0.496
H 1.6431 -4.1214 -6.1772 0.190 0.589 0.236
H -1.5319 -3.0635 5.0220 0.472 0.188 -0.099
H 2.8909 0.3773 1.6552 0.153 0.283 0.027
H 4.0238 5.7631 4.0401 -0.266 -0.117 -0.342
H 3.7779 6.0735 -0.7429 0.383 -0.525 -0.374
H -4.2427 -1.5595 0.8104 -0.171 0.028 -0.183
H 3.3182 1.6510 2.8181 0.077 -0.249 0.412
H 4.6679 -3.7820 -4.0406 -0.098 0.283 0.813
H -0.7496 -1.1221 2.9896 -0.265 -0.434 -1.054
H -1.1598 -2.6819 -2.3000 -0.555 -0.475 0.445
H -0.2084 -0.7194 -2.5088 -0.021 -0.071 0.400
H 1.8665 -1.9404 6.1701 -0.382 -0.072 -0.536
H -0.6567 -4.3393 -2.8435 -0.420 -0.139 0.401
H 2.9861 -3.8506 -4.5741 0.519 -0.224 -0.498
H -7.7198 -2.5398 -2.7481 -0.358 0.319 -0.096
H -4.5632 0.0674 2.6675 -0.020 -0.525 -0.177
H -4.5482 2.2967 -1.7272 -0.766 0.012 -0.317
H 2.5006 -0.3914 6.4100 -0.479 0.466 0.564
H -4.3665 -3.9278 6.4146 0.194 0.393 -0.122
H -6.3566 0.1664 2.5561 0.188 -0.339 -0.002
H -2.5619 5.5531 -3.1826 -0.041 0.019 0.081
H -2.6055 2.4396 4.7794 0.148 0.266 0.628
H 2.8801 3.8536 -6.7971 0.649 -0.047 -0.623
H 0.4289 -6.2042 2.6196 -0.058 0.548 -0.357
H -5.4712 0.7694 3.9522 -0.139 -0.059 0.250
H -0.2070 1.0427 -2.2998 -0.387 -0.076 -0.169
H 0.6565 -3.7638 -4.6824 0.367 0.243 0.011
H 4.5656 -1.0297 -4.3360 0.221 0.326 -0.263
H -4.3341 -2.6155 -0.6264 0.089 -0.183 0.276
H 2.7667 5.7259 5.2919 0.051 0.016 -0.036
H 3.0321 -1.7896 0.3657 0.168 -0.136 -0.313
H 4.7811 1.0737 -1.4803 -0.077 0.362 -0.214
H -1.8856 0.1611 2.4159 0.012 -0.266 -0.721
H 4.6670 5.6931 0.7582 -0.225 0.764 0.192
H 0.4724 -3.1191 -2.3804 0.389 -0.196 0.497
H -1.3813 -2.7846 3.2406 0.646 -0.265 0.197
H 3.1289 1.0504 -2.1863 0.272 0.074 -0.104
H -1.7810 7.3516 -5.8086 -0.073 -0.394 0.542
H -1.6641 0.7274 -6.3169 0.338 -1.002 -0.545
H 4.7862 3.9057 -6.4614 -0.358 -0.085 -1.513
H 2.8574 -1.0716 -4.4970 -0.033 0.078 -0.031
H 3.1327 -5.6484 5.3141 0.146 0.507 -0.430
H 1.2749 0.2470 -2.6004 0.264 -0.419 0.608
H 2.4247 -3.1153 1.3400 0.182 -0.500 -0.497
H -2.1177 -4.2152 3.8626 0.431 -0.204 0.007
H -0.3714 1.7753 -6.9407 0.595 -0.811 -0.484
```
Forces are in eV/Å.

Output
F_max ... 8.3 eV/A
Relative energy (zero: lowest compared OMol25 entry of this formula, charge and spin) ... 4.531 eV
LUMO ... -0.36 eV
Frontier orbital gap ... 9.95 eV